# 1
69
Properties=species:S:1:pos:R:3:forces:R:3 method="wB97M-V/def2-TZVPD" multiplicity=6 charge=+2 lumo_energy_ev="-5.955 / -6.099"
Mn 13.17748 3.35654 18.23346 -1.3 0.3 -0.9
C 12.41925 6.07473 21.91581 0.1 -0.4 -0.9
C 12.09258 5.19501 20.85945 0.3 -0.5 -0.3
N 12.93823 4.28994 20.33942 0.6 0.9 0.7
C 14.18566 4.20325 20.94401 -1.6 -0.5 0.1
C 14.50403 4.96336 22.09341 1.3 -0.6 -0.8
C 13.63840 5.97509 22.52537 -0.1 0.5 0.4
C 15.74581 4.67304 22.76987 -0.2 0.1 0.9
C 16.45211 3.55067 22.49278 0.6 0.3 0.2
C 16.25083 2.84495 21.26811 -2.0 0.1 -1.1
C 17.10942 1.84584 20.79411 -0.2 0.2 -0.7
C 16.93454 1.40454 19.49012 -0.5 0.1 -0.1
C 15.89991 1.89012 18.66740 -0.7 0.9 1.9
N 14.92284 2.69641 19.16430 1.7 -0.5 1.1
C 15.08978 3.18551 20.43857 1.8 -0.1 0.5
H 11.72312 6.84777 22.14903 -0.4 0.3 0.4
H 11.08382 5.22506 20.43970 0.4 0.0 0.0
H 13.92126 6.66882 23.34669 -0.2 -0.7 -0.6
H 16.02973 5.33048 23.61100 -0.2 -0.6 -0.4
H 17.25247 3.20724 23.15906 -0.2 0.4 -0.4
H 17.95318 1.51624 21.39647 -0.2 -0.1 -0.1
H 17.56186 0.64233 19.08224 0.5 -0.2 -0.2
H 15.84975 1.69974 17.61139 0.0 -0.4 -0.2
S 15.60130 -1.19471 15.27054 -0.1 -0.4 -0.7
C 16.31808 -2.03771 13.92831 -0.6 0.2 0.9
C 15.90788 -1.52278 12.73640 1.0 0.3 -0.2
C 15.00158 -0.44609 12.88346 0.0 -0.5 0.5
C 14.70566 -0.17711 14.21188 0.4 0.1 -0.9
C 13.79608 0.86085 14.66655 0.0 0.4 -1.7
C 13.62225 1.20897 15.99234 -0.7 0.2 1.0
N 12.74028 2.14682 16.38115 0.6 -0.3 -0.2
C 11.98789 2.75322 15.44358 -0.2 0.9 0.0
C 12.15644 2.53062 14.03634 -0.3 -0.1 1.1
C 11.44475 3.30553 13.06773 -0.5 1.4 0.0
C 10.66867 4.35318 13.50813 0.6 -1.5 -1.4
C 10.48702 4.63673 14.87577 0.4 0.4 2.0
C 9.79892 5.80907 15.28472 0.2 -0.3 0.8
C 9.85922 6.20497 16.62735 0.8 -0.5 -0.5
C 10.81125 5.51559 17.46931 -1.1 -0.5 -1.1
N 11.38527 4.36749 17.15245 -0.5 0.0 -0.9
C 11.16800 3.87633 15.88869 0.5 0.6 -1.0
C 9.09167 7.33686 17.12820 -0.3 0.5 0.4
C 9.50323 8.26135 18.06453 0.1 -1.0 -0.4
C 8.53933 9.20668 18.37297 -1.1 0.9 -0.1
C 7.39668 9.05448 17.64133 -0.7 0.3 0.2
S 7.44543 7.67667 16.64389 0.8 0.0 0.0
C 13.11851 1.61769 13.67169 0.7 -0.6 0.7
H 16.87562 -2.92028 14.19061 0.4 0.1 -0.3
H 16.40325 -1.73721 11.78233 -0.6 -0.4 0.4
H 14.58222 0.00389 11.98924 0.0 0.2 0.4
H 14.18454 0.73690 16.82056 -0.4 0.1 -0.8
H 11.62765 3.14133 11.98566 -0.2 0.1 0.9
H 10.23493 5.03360 12.79317 -0.2 0.0 -0.1
H 9.27333 6.42767 14.54660 0.1 -0.3 0.4
H 11.09102 5.87517 18.43258 -0.2 0.5 0.6
H 10.47156 8.25344 18.50691 0.6 -0.1 0.2
H 8.60108 10.00757 19.08623 0.4 0.1 0.1
H 6.51176 9.70760 17.68331 0.5 -0.6 -0.1
H 13.39958 1.57600 12.61617 -0.2 -0.4 0.4
C 14.27061 7.46724 17.39084 0.5 0.4 0.1
S 14.89322 5.94109 18.12755 -0.5 -1.1 -0.9
C 16.60118 5.88047 17.60679 -0.1 0.5 0.0
O 14.29083 4.80360 17.24164 0.1 1.1 0.7
H 14.94616 8.29885 17.72184 -0.6 -0.7 -0.4
H 13.22718 7.68664 17.70665 0.8 -0.4 0.0
H 14.30647 7.27890 16.31310 0.0 0.3 0.1
H 17.12105 6.47009 18.34997 0.5 0.2 0.0
H 16.73176 6.28562 16.60216 -0.1 0.0 0.1
H 16.93274 4.83718 17.64140 -0.3 0.2 0.1

***

# 2
75
Properties=species:S:1:pos:R:3:forces:R:3 method="wB97M-V/def2-TZVPD" multiplicity=2 charge=+1 lumo_energy_ev="-3.951 / -3.939" e_above_lowest_ev=0.000
Cu 0.33949 2.02633 -0.55776 -0.2 0.4 -0.2
C 4.62925 1.08299 -1.03799 -0.8 -0.1 -0.7
O 4.37618 2.51193 -0.71315 0.1 -1.0 -0.4
C 3.06573 2.60030 -0.61883 1.0 1.7 -0.2
N 2.33435 1.58609 -0.73608 -0.5 -1.2 0.3
C 3.22841 0.39421 -0.86958 0.5 1.2 0.4
C 3.16683 -0.53809 0.29453 -0.2 -0.7 1.0
C 4.19761 -1.43976 0.54915 0.5 0.0 0.1
C 4.17681 -2.31294 1.64378 -0.1 0.1 -0.5
C 3.05132 -2.36511 2.44750 0.4 -0.2 0.3
C 2.01327 -1.48474 2.19314 -0.2 -0.5 0.0
C 2.06588 -0.59558 1.14595 0.6 0.2 -0.1
C 2.49737 3.95688 -0.40614 -1.1 -0.4 0.0
C 3.16386 5.16300 -0.31044 -1.2 0.3 0.3
C 2.39277 6.29307 -0.00178 -1.0 -1.1 -0.6
C 0.99011 6.19273 0.10413 0.5 -0.4 0.0
C 0.40871 4.95014 -0.08132 0.4 -0.8 0.2
N 1.16166 3.87018 -0.30691 0.6 0.3 0.0
C -1.01859 4.52981 -0.00873 0.4 1.2 0.0
N -1.34222 3.34301 -0.24973 0.4 -1.3 0.0
C -2.80156 3.24043 -0.17845 -0.2 -0.3 0.9
C -3.20601 4.63294 0.38378 0.2 -0.6 0.7
O -1.96038 5.39992 0.27874 -0.5 0.7 0.1
C -3.20687 2.00117 0.62211 0.6 0.7 0.2
C -2.42529 1.59456 1.69424 -0.8 -0.8 0.5
C -2.74150 0.42013 2.40679 1.6 1.0 0.4
C -3.84293 -0.29988 2.05841 -0.6 -1.1 0.2
C -4.61775 0.10049 0.99447 -0.6 0.2 -0.3
C -4.29813 1.23744 0.27806 -0.8 0.3 -0.6
H 5.33167 0.71883 -0.31931 0.5 -0.1 0.3
H 5.01156 0.98473 -2.07144 -0.1 0.4 0.6
H 2.91002 -0.14263 -1.73033 -0.1 -0.5 -1.0
H 5.06805 -1.45228 -0.09729 0.0 0.0 0.0
H 5.02821 -2.96133 1.85173 -0.2 0.2 -0.2
H 3.03013 -3.07750 3.27262 -0.2 0.3 -0.2
H 1.10040 -1.52454 2.75798 -0.1 0.0 0.4
H 1.23900 0.05848 1.03001 -0.5 0.4 -0.3
H 4.20882 5.22781 -0.47705 0.8 0.0 0.0
H 2.86470 7.24052 0.05293 0.3 0.7 0.2
H 0.34181 7.01485 0.32715 0.0 0.5 0.0
H -3.16237 3.16086 -1.18120 -0.2 -0.3 -0.7
H -3.52103 4.64090 1.43624 0.4 -0.2 -0.2
H -4.00073 5.10446 -0.16756 0.0 0.3 -0.5
H -1.64516 2.23246 2.03827 0.8 0.2 0.1
H -2.07635 0.07517 3.22407 -0.6 0.4 -0.5
H -4.11184 -1.20568 2.60193 0.1 0.2 -0.1
H -5.47515 -0.48474 0.69724 -0.1 0.0 0.0
H -4.92449 1.55570 -0.56458 0.3 -0.2 0.3
O -1.81373 1.26547 -1.87221 -0.1 -0.8 -0.3
C -1.44742 0.26921 -1.24136 0.4 1.0 -0.1
O -0.29125 0.27578 -0.64190 -0.5 -0.6 0.2
C -2.33846 -0.92156 -1.09506 0.0 -0.6 -0.2
C -3.55017 -0.90586 -1.78046 -0.2 -0.3 -0.5
C -4.43975 -1.96932 -1.74391 0.0 -0.6 0.5
C -4.13029 -3.09875 -0.97357 -0.2 0.3 -0.1
C -2.94994 -3.08643 -0.25512 0.5 0.8 -0.3
C -2.02979 -2.03768 -0.32500 0.1 0.0 0.2
N -2.66458 -4.22231 0.61862 -1.1 -0.1 -0.5
O -1.51503 -4.45127 0.90503 0.9 -0.2 0.3
O -3.62666 -4.87571 0.96871 0.3 -0.1 0.2
H -3.79452 -0.06425 -2.40638 0.1 0.3 0.0
H -5.40102 -1.91576 -2.25511 0.4 0.0 0.0
H -4.75234 -3.98675 -0.89327 -0.1 0.4 -0.1
H -1.10622 -2.08252 0.24711 -0.1 0.0 -0.1
S 1.46469 -2.27339 -2.50139 -0.3 0.5 -0.4
C 1.93161 -3.68320 -1.78719 0.0 0.5 -0.1
N 0.96770 -4.44962 -1.16880 -0.6 0.2 -0.1
C 1.27294 -5.54367 -0.46876 0.1 -0.5 0.6
C 2.57043 -5.92006 -0.31681 -0.3 -0.1 -0.5
C 3.50444 -5.16238 -1.04012 1.7 0.6 0.3
N 3.22906 -4.09276 -1.74114 -0.4 -0.3 0.1
H 0.00395 -4.08422 -1.19835 0.8 -0.3 0.0
H 0.47894 -6.10232 0.00057 -0.3 0.2 0.0
H 2.80326 -6.80200 0.24296 0.3 -0.2 0.1
H 4.60855 -5.33639 -0.97640 -1.1 -0.4 0.0

***

# 3
76
Properties=species:S:1:pos:R:3:forces:R:3 method="wB97M-V/def2-TZVPD" lumo_energy_ev=-0.659 e_above_lowest_ev=0.169
Sr -0.82381 -0.71480 0.06610 0.2 0.0 0.1
N -2.93272 2.93510 -2.58999 -0.1 0.0 0.0
C -3.65497 3.86656 -1.81461 0.0 0.0 0.0
C -4.12073 5.03278 -2.39593 0.0 0.0 0.0
C -4.84745 5.94947 -1.64591 0.0 0.0 0.0
C -5.10095 5.70075 -0.30864 0.0 0.0 0.0
C -4.61802 4.53636 0.27831 0.0 0.0 0.0
C -3.90317 3.61844 -0.47084 0.1 0.0 0.1
S -3.31736 2.13832 0.29307 -0.2 -0.1 0.1
N -2.30959 1.44436 -0.87045 -0.1 -0.1 -0.2
C -2.25840 1.85678 -2.07654 0.1 0.1 0.1
C -1.39702 1.10950 -3.04454 0.1 -0.1 0.0
C -1.57731 1.21476 -4.41588 0.0 0.0 0.0
C -0.75347 0.48277 -5.25893 0.0 0.0 0.0
C 0.21218 -0.33381 -4.70774 0.0 0.0 0.0
C 0.30884 -0.40082 -3.32392 0.0 0.1 0.0
N -0.46984 0.30761 -2.50747 -0.1 -0.1 -0.1
H -2.65242 3.25110 -3.50083 0.0 0.0 0.0
H -3.92214 5.21971 -3.44549 0.0 0.0 0.0
H -5.21436 6.85246 -2.11451 0.0 0.0 0.0
H -5.67069 6.40478 0.28240 0.0 0.0 0.0
H -4.80670 4.33609 1.32645 0.0 0.0 0.0
H -2.37106 1.81327 -4.84128 0.0 0.0 0.0
H -0.88337 0.54415 -6.33132 0.0 0.0 0.0
H 0.86856 -0.93414 -5.32135 0.0 0.0 0.0
H 1.01230 -1.06756 -2.84452 0.0 0.0 0.0
C 2.62726 0.01569 2.85896 0.0 0.0 0.0
C 2.65955 -1.12453 1.90314 0.0 0.0 -0.1
N 1.78819 -1.36304 0.94190 0.0 0.0 0.1
C 2.21467 -2.51420 0.31614 0.0 0.1 0.0
C 3.35972 -2.96771 0.91045 0.0 0.0 0.0
N 3.62287 -2.07113 1.91239 -0.1 0.0 0.0
C 4.30317 -4.09347 0.69314 0.0 0.0 0.0
O 4.04993 -4.88833 -0.31502 0.0 0.0 0.1
O 5.24757 -4.21946 1.44333 0.0 0.0 0.0
C 1.47725 -3.04191 -0.87603 0.0 0.0 0.0
O 1.99043 -3.98040 -1.51571 0.0 -0.1 0.1
O 0.40292 -2.44668 -1.14707 0.0 -0.1 -0.1
H 1.97696 0.78750 2.45641 0.0 0.0 0.0
H 3.62511 0.43207 3.00265 0.0 0.0 0.0
H 2.24404 -0.29783 3.83327 0.0 0.0 0.0
H 4.42207 -2.15235 2.52208 0.0 0.0 0.0
H 3.21023 -4.58369 -0.81701 0.1 0.0 -0.1
N -0.67050 1.95312 3.10762 -0.2 0.0 -0.1
C -0.34026 2.54704 1.89943 0.1 -0.2 0.1
C -0.51638 3.93817 1.79574 0.0 0.0 0.0
C -0.10714 4.57194 0.65029 0.0 0.0 0.0
C 0.48256 3.82215 -0.37006 0.0 0.1 0.0
C 0.58492 2.46469 -0.18638 0.0 -0.1 0.1
N 0.16582 1.81675 0.91392 0.0 0.1 0.0
C -0.61159 0.63166 3.55732 0.0 0.0 0.1
C -0.59022 0.44361 4.94828 0.0 0.0 0.0
C -0.51261 -0.83634 5.44231 0.0 -0.1 -0.1
C -0.45204 -1.90429 4.54730 0.0 0.0 0.2
C -0.51083 -1.62056 3.20436 0.0 -0.1 -0.1
N -0.60365 -0.37832 2.70423 0.0 0.1 0.1
H -0.90728 2.61106 3.82915 0.0 0.0 0.0
H -0.97471 4.48879 2.60742 0.0 0.0 0.0
H -0.23530 5.64174 0.54795 0.0 0.0 0.0
H 0.84406 4.28136 -1.27904 0.0 0.0 0.0
H 1.01460 1.83624 -0.95770 0.0 0.0 0.0
H -0.61926 1.29792 5.61267 0.0 0.0 0.0
H -0.49457 -1.00690 6.51059 0.0 0.0 0.0
H -0.38646 -2.92832 4.88419 0.0 0.0 0.0
H -0.49727 -2.43500 2.48390 0.0 0.1 0.0
F -5.64441 -5.06279 2.18006 0.0 0.0 0.0
C -4.76032 -4.13078 1.72773 0.0 0.0 0.0
C -5.19691 -2.84026 1.52134 0.0 0.1 0.0
C -4.27800 -1.89754 1.06208 0.1 0.0 0.1
C -2.92762 -2.18465 0.79729 0.2 0.2 -0.1
C -2.57329 -3.52741 1.02120 -0.1 0.0 0.0
C -3.45754 -4.50369 1.48308 0.0 0.0 0.0
H -6.23307 -2.58978 1.71749 0.0 0.0 0.0
H -4.65197 -0.88594 0.91170 0.0 0.0 0.0
H -1.55684 -3.86693 0.80895 0.0 0.0 0.0
H -3.15330 -5.53206 1.63944 0.0 0.0 0.0